ORCA calculation (wB97M-V/def2-TZVPD) on C60H105N15 as an isolated structure at a distorted geometry.

```
180
Properties=species:S:1:pos:R:3:forces:R:3:lowdin_charge:R:1
C -34.8268 -3.3325 6.2093 -0.4 0.6 -1.3 -0.11
C -34.1420 -3.6787 7.5013 -0.4 0.7 -0.7 -0.17
C -34.5642 -5.0508 8.0685 -0.7 8.5 -2.5 -0.27
C -36.0173 -5.1731 8.3716 -0.8 3.1 -2.3 -0.08
N -37.1599 -5.2585 8.6042 11.8 0.9 -3.8 0.05
H -35.9104 -3.4432 6.2493 -0.1 -0.2 0.2 0.06
H -34.4793 -3.9929 5.4148 -0.1 0.4 0.1 0.06
H -34.7040 -2.3135 5.8424 0.5 0.3 0.4 0.08
H -34.3676 -2.8969 8.2265 0.7 0.0 -0.5 0.07
H -33.0705 -3.6883 7.3015 0.1 -0.1 0.4 0.13
H -34.0626 -5.2390 9.0177 1.1 4.3 -0.6 0.11
H -34.2783 -5.8957 7.4420 -2.1 6.2 -1.0 0.01
C -36.2093 -4.7753 12.3022 0.5 0.9 -1.9 -0.04
C -36.1911 -4.3226 10.7764 0.6 -1.0 3.0 -0.18
C -35.1829 -3.2336 10.4451 0.2 -0.1 0.7 -0.12
C -33.7470 -3.6182 10.6932 0.2 0.0 0.5 -0.14
N -32.6488 -3.9388 10.9048 -1.8 1.2 -0.7 0.19
H -36.5309 -3.9908 12.9872 0.3 0.2 -1.5 0.06
H -35.2321 -5.1161 12.6442 -0.2 1.1 0.2 0.06
H -36.8567 -5.6309 12.4940 0.4 1.2 -1.0 0.05
H -37.1953 -3.9562 10.5629 0.8 0.0 0.2 0.09
H -36.0100 -5.1604 10.1031 0.2 1.0 2.5 0.04
H -35.4856 -2.3784 11.0494 0.6 0.3 0.0 0.13
H -35.2626 -2.9829 9.3873 -0.3 0.2 0.7 0.08
C -41.2303 -4.2163 10.5104 1.1 0.3 0.6 -0.05
C -40.1048 -5.1438 10.0632 0.7 3.6 -1.1 -0.29
C -38.9818 -4.5103 9.1943 -7.0 2.3 0.6 -0.18
C -39.5761 -3.8862 8.0240 -1.0 1.4 -1.0 -0.18
N -40.0393 -3.3802 7.0753 0.3 -0.6 2.2 0.17
H -41.7746 -4.6722 11.3374 -0.3 0.1 0.0 0.09
H -41.9066 -3.9730 9.6909 0.2 0.3 0.4 0.05
H -40.7434 -3.3108 10.8725 -0.4 0.2 0.2 0.09
H -40.6120 -5.9965 9.6119 1.6 2.2 -1.6 0.04
H -39.6200 -5.6649 10.8886 0.9 2.4 -0.8 0.08
H -38.3664 -5.3527 8.8786 -3.2 1.4 0.8 -0.05
H -38.3165 -3.7827 9.6592 -0.9 -0.1 0.0 0.11
C -33.0139 -9.6788 8.9161 -0.4 -1.1 0.9 -0.10
C -32.5809 -10.6611 9.9813 0.8 -0.1 0.9 -0.19
C -33.7128 -11.2856 10.8577 0.4 0.3 -0.3 -0.12
C -34.6267 -10.2981 11.4091 -0.1 0.6 0.4 -0.06
N -35.3653 -9.5307 11.8707 5.1 -5.2 -0.8 0.03
H -33.5866 -8.8402 9.3122 0.3 -0.7 1.1 0.05
H -33.7592 -10.1880 8.3052 0.9 0.1 -0.5 0.06
H -32.2043 -9.2381 8.3343 0.1 -0.6 0.2 0.09
H -31.8749 -10.1818 10.6595 -0.2 0.0 0.0 0.07
H -31.9656 -11.4630 9.5731 -0.4 -0.3 -0.3 0.12
H -33.3170 -11.8445 11.7057 0.3 -0.1 0.0 0.13
H -34.3720 -11.9555 10.3056 1.1 0.3 0.3 0.05
C -38.3529 -7.2889 9.0830 3.0 1.2 3.9 -0.13
C -36.8854 -7.4030 9.5221 -1.9 -1.5 1.9 -0.15
C -36.6534 -8.2043 10.7762 -0.7 1.8 -1.4 -0.15
C -37.3353 -7.6895 11.9403 -1.8 3.9 -1.1 -0.17
N -37.8512 -7.2223 12.8855 -5.0 -2.6 -8.6 0.07
H -38.8512 -6.4814 9.6195 1.3 -0.8 -0.3 0.06
H -38.8963 -8.2063 9.3090 1.9 3.5 -0.6 -0.02
H -38.4313 -6.9263 8.0580 1.1 -2.6 2.6 -0.04
H -36.4832 -6.3978 9.6487 -0.6 -2.8 0.9 0.06
H -36.3086 -7.9702 8.7916 -1.0 0.2 1.8 0.07
H -35.5855 -8.1927 10.9942 -1.7 0.8 -1.1 0.06
H -36.9463 -9.2502 10.6842 0.1 1.4 -1.1 0.08
C -35.6859 -9.4823 7.3940 -0.1 -0.3 -0.9 -0.07
C -35.3882 -8.0146 7.1344 0.4 -1.1 -1.3 -0.20
C -33.9043 -7.6015 7.3444 0.3 -3.2 -1.1 -0.22
C -32.9399 -8.2442 6.4601 -1.1 0.5 -0.3 -0.21
N -32.2082 -8.7695 5.7581 0.8 -0.5 -0.5 0.16
H -35.3910 -9.8837 8.3636 -0.5 0.5 -0.1 0.04
H -35.1721 -10.0650 6.6294 0.4 -0.2 0.0 0.10
H -36.7358 -9.7205 7.2234 0.1 0.5 0.1 0.06
H -36.0543 -7.4090 7.7489 1.1 0.0 -1.5 0.06
H -35.6959 -7.7177 6.1317 0.5 -1.9 0.3 0.09
H -33.6678 -7.8514 8.3787 0.6 -0.4 -2.3 0.07
H -33.7884 -6.5211 7.2582 3.6 -3.8 -2.5 0.05
C -35.5492 -10.0454 15.6257 -0.1 0.1 -0.1 -0.07
C -36.1553 -10.1152 14.1969 2.3 0.3 1.5 -0.17
C -36.5567 -8.7820 13.5928 1.4 -2.7 3.2 -0.31
C -35.5278 -7.7610 13.5307 2.4 1.2 1.9 -0.12
N -34.7009 -6.9314 13.5301 -3.0 -3.0 3.7 0.20
H -36.1924 -9.6236 16.3979 -0.4 -0.5 0.0 0.07
H -34.6669 -9.4141 15.7314 0.2 0.0 -0.6 0.08
H -35.2381 -11.0668 15.8452 -0.1 0.1 0.5 0.07
H -36.9577 -10.8528 14.2041 0.6 1.0 0.3 0.08
H -35.3212 -10.4714 13.5923 -0.4 -0.6 0.4 0.10
H -37.3311 -8.3982 14.2570 0.4 -0.7 -1.4 0.08
H -37.0059 -8.9161 12.6087 2.2 -1.1 2.9 0.01
C -38.0462 -4.9001 4.1361 1.4 0.6 0.4 -0.07
C -38.2806 -4.8852 5.6598 -1.1 -0.2 -1.7 -0.24
C -37.5767 -6.0122 6.3950 1.5 0.4 -3.7 -0.22
C -36.1689 -5.9655 6.0174 0.9 1.3 -1.0 -0.20
N -35.0515 -5.9334 5.7175 -2.1 0.4 -1.8 0.20
H -37.0225 -4.5975 3.9158 0.2 0.2 0.0 0.06
H -38.6724 -4.1881 3.5983 -0.3 -0.3 0.1 0.08
H -38.0636 -5.9066 3.7180 -0.6 -0.1 0.0 0.08
H -39.3456 -5.1047 5.7364 0.5 0.4 -0.1 0.06
H -38.2190 -3.9175 6.1575 0.8 -0.2 -0.6 0.08
H -37.9983 -6.9424 6.0141 1.2 -0.1 -0.8 0.15
H -37.8394 -5.9981 7.4527 2.4 0.5 -2.4 0.04
C -35.9601 -12.2145 9.1728 -1.5 -0.7 -0.5 -0.08
C -37.3417 -12.7702 8.7882 0.1 0.5 0.3 -0.19
C -38.1203 -11.8412 7.8579 -0.2 -1.5 -1.3 -0.15
C -38.4482 -10.5931 8.4155 0.7 3.3 1.7 -0.12
N -38.5917 -9.5176 8.8613 5.2 -10.0 -1.4 0.09
H -35.4520 -11.9656 8.2412 0.5 -0.1 0.4 0.09
H -35.4067 -12.8947 9.8203 -0.4 -0.6 -0.7 0.08
H -36.0845 -11.3276 9.7941 -0.2 0.2 -0.4 0.06
H -37.9655 -12.8273 9.6803 0.8 -0.5 -0.9 0.03
H -37.3466 -13.7521 8.3149 0.4 0.0 0.1 0.13
H -39.0375 -12.3388 7.5429 -0.2 -0.1 0.0 0.12
H -37.6113 -11.6058 6.9232 0.4 -0.2 -0.1 0.14
C -38.1432 -10.2043 12.0150 0.0 -3.1 -0.4 -0.14
C -38.4609 -11.4953 12.7351 -1.4 -0.4 0.6 -0.18
C -38.5910 -12.7417 11.8789 -0.1 0.7 -1.1 -0.10
C -39.4781 -12.5654 10.6971 -0.7 -0.8 1.6 -0.14
N -40.2023 -12.4461 9.8102 0.9 -4.1 1.3 0.19
H -37.1460 -10.2597 11.5783 -0.6 -0.9 0.7 0.07
H -38.1967 -9.3894 12.7368 -0.4 -1.4 -1.0 0.06
H -38.8209 -10.1031 11.1673 -0.2 0.3 0.1 0.11
H -39.4168 -11.3248 13.2305 -0.2 -0.2 0.2 0.12
H -37.7763 -11.7492 13.5444 -0.4 -0.3 -0.7 0.09
H -38.9160 -13.5998 12.4673 0.2 -0.1 -0.2 0.14
H -37.6286 -12.8801 11.3862 0.3 -0.6 0.5 0.11
C -42.9101 -5.4933 8.1878 -0.7 -0.3 -1.0 -0.10
C -42.5325 -5.4138 6.6835 0.2 0.7 0.9 -0.18
C -41.6805 -6.5860 6.1424 0.1 0.6 -0.4 -0.12
C -40.3250 -6.6327 6.6716 -1.7 -0.1 0.1 -0.07
N -39.2981 -6.6869 7.1653 -8.5 -0.5 -3.4 0.06
H -43.5512 -4.6446 8.4259 -0.1 -0.1 0.0 0.09
H -42.0505 -5.4667 8.8575 -0.5 0.2 -0.7 0.02
H -43.4224 -6.4366 8.3775 -0.4 0.4 0.2 0.08
H -42.0350 -4.4451 6.6370 0.5 -0.3 -0.6 0.07
H -43.4009 -5.2873 6.0370 -0.2 -0.4 0.2 0.11
H -41.5584 -6.4996 5.0627 -0.3 -0.1 -0.1 0.13
H -42.1165 -7.5484 6.4103 -0.1 0.2 -0.6 0.11
C -41.7771 -8.0228 8.6946 0.3 -0.6 -0.6 -0.10
C -40.5355 -8.9363 8.8863 -4.7 0.6 -0.1 -0.26
C -41.0345 -10.3814 9.1811 -1.0 2.6 -1.5 -0.20
C -41.4761 -11.0271 7.9413 -0.6 -1.2 -2.1 -0.23
N -41.8160 -11.5421 6.9448 0.8 1.2 2.2 0.15
H -41.5401 -7.0179 8.3454 0.5 -1.0 0.5 0.01
H -42.2953 -7.8454 9.6370 -0.7 -0.8 -0.5 0.09
H -42.4371 -8.3782 7.9033 -0.3 -0.6 0.5 0.09
H -40.0096 -8.5378 9.7540 -1.8 -1.5 -0.8 0.04
H -39.8016 -8.8486 8.0852 -2.3 0.4 -0.6 0.10
H -41.9338 -10.3004 9.7917 -0.1 -0.2 0.2 0.13
H -40.3225 -11.0389 9.6799 -0.9 2.5 -0.7 -0.01
C -31.6217 -7.7874 11.4347 -0.4 1.5 0.1 -0.07
C -32.6137 -6.6610 11.8552 0.6 -0.9 0.2 -0.19
C -34.0766 -6.9416 11.4269 2.0 0.9 -2.2 -0.20
C -34.3404 -6.7118 10.0122 0.8 -1.0 0.9 -0.05
N -34.4972 -6.4743 8.8780 -1.4 -9.7 11.5 -0.10
H -31.9641 -8.7636 11.7780 0.1 0.2 0.0 0.05
H -30.6276 -7.5766 11.8289 0.0 -0.1 0.2 0.08
H -31.4978 -7.7429 10.3527 -0.1 -0.5 -0.2 0.07
H -32.2828 -5.6691 11.5474 0.0 -0.7 -0.3 0.04
H -32.6264 -6.5781 12.9420 0.0 -0.3 0.0 0.10
H -34.6860 -6.2879 12.0509 0.3 -0.3 -1.9 0.04
H -34.3591 -7.9832 11.5798 1.2 0.9 0.5 0.07
C -40.5158 -7.2109 10.9544 -2.5 -2.3 4.0 -0.20
C -41.1856 -8.3206 11.7679 0.5 -0.9 0.3 -0.13
C -40.3925 -8.7735 13.0260 -1.4 -0.9 -1.0 -0.17
C -40.2792 -7.7389 13.9682 0.9 2.4 1.8 -0.21
N -40.1617 -6.8867 14.7431 -1.8 -1.4 -0.7 0.19
H -39.5976 -7.4870 10.4359 -0.5 0.7 2.1 0.05
H -40.4133 -6.3396 11.6012 -0.7 -1.6 0.9 0.09
H -41.1915 -6.9070 10.1548 0.0 -1.2 2.1 0.04
H -41.2280 -9.2286 11.1663 -0.4 0.1 0.2 0.08
H -42.1930 -8.0474 12.0821 -0.1 0.1 -0.2 0.13
H -39.4798 -9.2463 12.6632 -1.4 1.3 0.9 0.04
H -40.9000 -9.5367 13.6158 -0.5 -0.5 -0.4 0.13
C -36.7712 -4.8659 15.0495 -0.1 0.3 1.3 -0.10
C -37.6799 -6.0247 14.6703 1.2 2.6 4.7 -0.25
C -37.5434 -7.2430 15.6548 1.1 0.9 1.5 -0.19
C -37.6457 -6.9429 17.1416 -0.8 0.2 -0.7 -0.18
N -37.7597 -6.7441 18.2750 0.3 -0.2 -0.9 0.13
H -37.0239 -4.3096 15.9522 -0.4 -0.2 0.3 0.08
H -36.7926 -4.1203 14.2547 0.0 -0.4 1.4 0.03
H -35.7610 -5.2294 15.2382 0.3 0.2 -0.4 0.08
H -37.4461 -6.2975 13.6412 0.4 1.9 3.0 -0.05
H -38.7311 -5.7581 14.7800 0.6 0.4 -0.7 0.07
H -36.5489 -7.6840 15.5882 0.2 0.5 0.3 0.07
H -38.1807 -8.0879 15.3942 -0.7 0.5 0.8 0.09
```
Forces are in eV/Å.

## Properties
Energy relative to the best compared isomer or geometry (same formula, charge and spin), kcal per mole: 1422.0
Total energy, eV: -86212.60619